(1)
# C38H53As2GeIrN2O3

A molecular structure, C38H53As2GeIrN2O3 in a non-equilibrium geometry (ωB97M-V with the def2-TZVPD basis set, the OMol25 dataset).

Results
- charge = +2
- frontier orbital gap (eV) = 7.1
- DFT total energy (a.u.) = -8467.3543
- energy above the lowest of the compared OMol25 structures with the same formula, charge and spin (kJ/mol) = 123.1

```
100
Properties=species:S:1:pos:R:3:mulliken_charge:R:1
Ir -0.08 1.47 1.07 3.95
C 1.27 4.31 3.02 -1.16
As -0.32 3.34 2.48 1.07
C -1.28 3.13 4.14 -1.51
C -1.32 4.59 1.41 -0.11
C -2.16 5.56 1.94 -0.72
C -2.86 6.40 1.09 -0.72
C -2.72 6.27 -0.29 -0.78
C -1.87 5.31 -0.82 -0.90
C -1.16 4.47 0.03 0.31
As 0.08 3.14 -0.64 0.72
C -0.50 2.71 -2.42 -0.75
C 1.73 4.10 -0.91 -0.79
H 0.97 5.34 3.21 0.46
H 2.02 4.28 2.24 0.21
H 1.68 3.88 3.93 0.44
H -1.21 4.06 4.70 0.58
H -0.82 2.34 4.73 0.45
H -2.33 2.90 3.96 0.47
H -2.28 5.66 3.01 0.46
H -3.52 7.15 1.50 0.43
H -3.28 6.92 -0.95 0.44
H -1.78 5.22 -1.90 0.46
H -0.34 3.59 -3.04 0.66
H -1.56 2.45 -2.42 0.46
H 0.09 1.88 -2.80 -0.30
H 1.51 5.04 -1.41 0.49
H 2.39 3.49 -1.53 0.22
H 2.22 4.29 0.04 0.19
C 2.60 -0.53 2.09 -0.39
C 2.85 0.91 1.88 0.93
C 4.20 1.47 2.14 -1.56
O 1.97 1.68 1.44 -0.48
H 3.52 -1.10 2.06 0.52
H 1.89 -0.90 1.35 -0.37
H 2.14 -0.66 3.08 0.27
H 4.59 1.08 3.08 0.44
H 4.19 2.56 2.13 0.27
H 4.87 1.11 1.36 0.38
O -1.91 1.19 0.20 -0.89
C -1.51 0.19 -0.51 -0.12
O -0.29 -0.11 -0.34 -1.24
C -2.42 -0.52 -1.44 -0.90
C -1.82 -1.20 -2.68 -1.33
Ge -0.03 -2.08 -2.54 0.62
C 1.21 -0.63 -3.09 0.22
C 1.09 -0.28 -4.43 -0.34
C 1.84 0.76 -4.97 -0.87
C 2.75 1.45 -4.18 -0.67
C 2.89 1.11 -2.84 -0.44
C 2.11 0.09 -2.30 -0.28
C 0.41 -3.37 -4.00 0.33
C 1.72 -3.47 -4.45 -0.39
C 2.08 -4.40 -5.42 -0.70
C 1.12 -5.23 -5.97 -0.58
C -0.19 -5.15 -5.54 -0.82
C -0.54 -4.24 -4.55 -0.18
C -0.24 -3.52 -1.21 0.81
C 0.85 -4.14 -0.57 -0.53
C 0.70 -5.34 0.10 -0.72
C -0.55 -5.94 0.18 -0.57
C -1.64 -5.34 -0.42 -0.85
C -1.49 -4.13 -1.11 -0.31
H -3.16 0.23 -1.74 0.44
H -2.98 -1.23 -0.82 0.22
H -1.72 -0.44 -3.46 0.62
H -2.55 -1.92 -3.05 0.54
H 0.42 -0.83 -5.08 0.49
H 1.73 1.01 -6.01 0.45
H 3.35 2.24 -4.61 0.45
H 3.62 1.63 -2.23 0.68
H 2.23 -0.16 -1.25 0.20
H 2.49 -2.81 -4.06 0.31
H 3.11 -4.47 -5.75 0.43
H 1.39 -5.95 -6.74 0.40
H -0.95 -5.80 -5.96 0.43
H -1.56 -4.21 -4.20 0.25
H 1.84 -3.73 -0.70 0.42
H 1.56 -5.82 0.54 0.47
H -0.67 -6.89 0.69 0.44
H -2.62 -5.81 -0.38 0.45
H -2.35 -3.70 -1.59 0.35
C -2.39 -2.30 3.58 -1.70
C -1.25 -1.58 4.30 1.34
C -1.80 -0.55 5.29 -1.65
C -0.36 -2.58 5.03 -1.78
N -0.33 -0.89 3.33 -0.28
N -1.00 0.10 2.53 -0.20
H -3.07 -2.76 4.31 0.46
H -2.01 -3.09 2.93 0.44
H -3.01 -1.62 2.99 0.37
H -2.30 -1.07 6.10 0.50
H -2.54 0.11 4.85 0.37
H -0.99 0.04 5.72 0.30
H -0.95 -3.16 5.74 0.46
H 0.43 -2.07 5.57 0.39
H 0.09 -3.28 4.32 0.41
H -0.01 -1.59 2.67 0.32
H -1.45 0.72 3.21 0.04
H -1.77 -0.33 2.01 0.18
```



(2)
# CH3Br2OP

2 unconnected molecules or ions with the total composition CH3Br2OP in a non-equilibrium geometry (ωB97M-V with the def2-TZVPD basis set, the OMol25 dataset).

Results
- charge = 0
- frontier orbital gap (spin up / spin down) (eV) = 8.6 / 6.7
- DFT total energy (a.u.) = -5604.4722
- energy above the lowest of the compared OMol25 structures with the same formula, charge and spin (kJ/mol) = 327.6

```
8
Properties=species:S:1:pos:R:3:mulliken_charge:R:1
C -1.77 -0.20 0.34 -0.92
O 1.52 0.14 -1.89 -0.40
P 1.10 0.28 -0.50 0.55
Br 1.90 -1.68 0.61 -0.16
Br 2.03 2.04 0.45 -0.12
H -1.67 -0.88 -0.50 0.37
H -1.19 -0.58 1.16 0.34
H -1.92 0.89 0.34 0.34
```



(3)
# C23H22N4OS

A single C23H22N4OS molecule in a non-equilibrium geometry (ωB97M-V with the def2-TZVPD basis set, the OMol25 dataset).

Results
- charge = 0
- frontier orbital gap (eV) = 8.4
- DFT total energy (a.u.) = -1582.1329
- energy above the lowest of the compared OMol25 structures with the same formula, charge and spin (kJ/mol) = 0.0
- SMILES string = CCC(CC)c1nnc(NC(=O)c2cc(-c3ccccc3)nc3ccccc23)s1

```
51
Properties=species:S:1:pos:R:3:mulliken_charge:R:1
C 1.66 -3.72 -3.24 -1.33
C 0.66 -2.68 -2.75 -0.45
C -0.21 -3.18 -1.58 0.39
C 0.59 -3.34 -0.28 -0.55
C -0.27 -3.88 0.85 -1.26
C -1.33 -2.23 -1.38 0.05
N -2.56 -2.46 -1.65 -0.39
N -3.38 -1.45 -1.41 -0.62
C -2.79 -0.40 -0.96 0.10
N -3.50 0.73 -0.67 0.10
C -3.09 1.95 -0.16 -0.37
O -3.90 2.81 0.06 -0.62
C -1.63 2.10 0.09 -0.23
C -1.11 1.86 1.34 -0.27
C 0.28 2.01 1.55 0.67
C 0.87 1.73 2.87 0.27
C 0.33 0.78 3.73 -0.43
C 0.92 0.54 4.96 -0.74
C 2.04 1.25 5.34 -0.39
C 2.59 2.19 4.49 -0.59
C 2.02 2.43 3.26 -0.35
N 1.09 2.41 0.60 -0.58
C 0.61 2.67 -0.62 0.03
C 1.51 3.09 -1.62 -0.61
C 1.06 3.35 -2.89 -0.55
C -0.30 3.21 -3.21 -0.78
C -1.20 2.81 -2.26 -0.85
C -0.76 2.53 -0.95 1.79
S -1.05 -0.59 -0.78 0.21
H 1.15 -4.63 -3.52 0.32
H 2.40 -3.95 -2.48 0.32
H 2.19 -3.34 -4.11 0.41
H 0.00 -2.40 -3.58 0.40
H 1.19 -1.77 -2.43 0.24
H -0.65 -4.14 -1.86 0.36
H 1.01 -2.36 0.00 0.27
H 1.43 -4.02 -0.46 0.35
H -1.09 -3.20 1.07 0.26
H -0.68 -4.85 0.59 0.34
H 0.33 -3.99 1.76 0.42
H -4.49 0.64 -0.83 0.32
H -1.76 1.57 2.15 0.57
H -0.53 0.20 3.43 0.40
H 0.50 -0.20 5.62 0.39
H 2.50 1.06 6.31 0.39
H 3.48 2.74 4.78 0.38
H 2.43 3.15 2.58 0.43
H 2.55 3.19 -1.36 0.49
H 1.76 3.67 -3.66 0.41
H -0.63 3.42 -4.21 0.42
H -2.24 2.71 -2.50 0.46
```



(4)
# C11H18O

2 unconnected molecules or ions with the total composition C11H18O in a non-equilibrium geometry (ωB97M-V with the def2-TZVPD basis set, the OMol25 dataset).

Results
- charge = 0
- frontier orbital gap (eV) = 9.3
- DFT total energy (a.u.) = -505.1189
- energy above the lowest of the compared OMol25 structures with the same formula, charge and spin (kJ/mol) = 162.0
- SMILES string = Cc1ccc(O)cc1.CC(C)C

```
30
Properties=species:S:1:pos:R:3:mulliken_charge:R:1
C 1.14 -2.57 -2.04 -1.48
C 0.97 -1.10 -1.68 1.17
C 0.16 -0.27 -2.43 -0.61
C 0.25 1.10 -2.32 -0.45
C 1.00 1.71 -1.27 0.42
O 1.05 3.08 -1.19 -0.53
C 1.76 0.84 -0.49 -0.21
C 1.87 -0.50 -0.81 -0.62
H 1.72 -2.88 -2.91 0.33
H 0.09 -3.00 -2.36 0.30
H 1.35 -3.22 -1.19 0.34
H -0.67 -0.80 -3.00 0.21
H -0.33 1.74 -2.96 0.25
H 0.36 3.42 -1.76 0.30
H 2.18 1.13 0.47 0.43
H 2.59 -1.16 -0.13 0.21
C -2.55 -0.13 1.63 -1.40
C -1.08 0.39 1.45 1.30
C -0.70 1.43 2.50 -1.41
C -0.16 -0.81 1.67 -1.23
H -2.71 -1.17 1.35 0.36
H -3.25 0.48 1.02 0.36
H -2.80 -0.10 2.73 0.27
H -0.94 0.83 0.48 -0.11
H -1.19 1.22 3.45 0.39
H 0.41 1.49 2.45 0.30
H -1.06 2.41 2.17 0.35
H 0.12 -1.13 2.65 0.44
H -0.44 -1.83 1.32 0.32
H 0.84 -0.59 1.24 0.01
```



(5)
# C35H82GaO9

A molecular structure, C35H82GaO9 in a non-equilibrium geometry (ωB97M-V with the def2-TZVPD basis set, the OMol25 dataset).

Results
- charge = -1
- frontier orbital gap (eV) = 6.6
- DFT total energy (a.u.) = -3984.5950

```
127
Properties=species:S:1:pos:R:3:mulliken_charge:R:1
C 1.30 -4.29 -3.15 -0.89
C 2.27 -3.22 -2.64 -0.44
C 1.86 -1.81 -3.10 -1.20
C 1.02 -1.03 -2.08 0.95
C 1.90 -0.47 -0.95 -1.27
Ga -0.05 0.45 -2.99 -0.02
C -0.71 1.79 -1.62 -0.43
C -2.00 1.43 -0.85 0.22
C -1.54 -0.49 -4.11 -0.44
C -2.91 -0.05 -3.89 0.18
O -3.37 1.05 -3.85 -0.52
O -3.83 -1.19 -3.71 -0.30
C -4.05 -1.56 -2.44 0.81
C -3.81 -3.03 -2.20 -0.95
O -4.43 -0.81 -1.56 -0.51
H 1.45 -4.44 -4.23 0.19
H 0.28 -3.96 -2.97 0.12
H 1.47 -5.25 -2.66 0.38
H 2.28 -3.24 -1.54 0.33
H 3.29 -3.46 -2.97 0.32
H 2.75 -1.22 -3.34 0.17
H 1.30 -1.91 -4.04 0.40
H 0.30 -1.74 -1.64 0.22
H 2.18 0.57 -1.12 0.17
H 1.39 -0.51 0.02 0.23
H 2.82 -1.07 -0.83 0.40
H 0.96 1.22 -4.02 -0.51
H 0.11 1.88 -0.90 0.15
H -0.79 2.78 -2.08 0.38
H -2.37 0.43 -1.10 -0.09
H -1.85 1.44 0.23 -0.66
H -2.81 2.13 -1.08 0.40
H -1.29 -0.26 -5.15 0.35
H -1.45 -1.57 -3.98 0.27
H -3.97 -3.25 -1.15 0.36
H -4.53 -3.61 -2.79 0.22
H -2.81 -3.31 -2.51 0.08
C 3.94 4.12 2.17 -0.88
C 3.74 2.86 1.33 -0.51
O 3.33 3.11 0.01 -0.35
C 4.20 3.85 -0.82 -0.33
C 5.55 3.18 -1.03 -1.11
H 3.06 4.75 2.12 0.32
H 4.13 3.84 3.21 0.18
H 4.80 4.71 1.83 0.44
H 2.93 2.28 1.76 0.25
H 4.64 2.23 1.36 0.35
H 4.33 4.87 -0.44 0.31
H 3.68 3.92 -1.77 0.37
H 6.14 3.15 -0.11 0.27
H 6.13 3.74 -1.77 0.40
H 5.42 2.16 -1.39 0.28
C -5.83 0.04 4.66 -1.18
C -5.25 1.27 3.99 -0.34
O -3.87 1.18 3.72 -0.42
C -3.48 0.13 2.84 -0.50
C -4.11 0.19 1.46 -1.08
H -5.27 -0.21 5.56 0.31
H -6.87 0.22 4.94 0.41
H -5.82 -0.83 4.00 0.27
H -5.35 2.13 4.65 0.39
H -5.81 1.50 3.07 0.29
H -3.68 -0.85 3.31 0.29
H -2.40 0.22 2.75 0.41
H -5.19 0.02 1.49 0.43
H -3.68 -0.58 0.82 0.31
H -3.93 1.15 0.99 0.28
C 1.62 2.07 5.78 -1.01
C 1.18 3.13 4.79 0.11
O 0.49 2.62 3.66 -0.34
C -0.73 1.94 3.90 0.23
C -1.80 2.81 4.55 -0.61
H 2.18 1.28 5.28 0.29
H 2.25 2.52 6.55 0.19
H 0.76 1.60 6.28 0.33
H 2.06 3.62 4.37 -0.03
H 0.59 3.91 5.29 0.31
H -0.56 1.04 4.50 0.29
H -1.07 1.62 2.92 -0.36
H -1.54 3.10 5.57 0.33
H -2.74 2.26 4.58 0.06
H -1.95 3.72 3.96 0.27
C 4.65 5.93 8.81 -1.14
C 4.46 4.70 7.94 -0.31
O 4.11 4.99 6.60 -0.31
C 5.05 5.76 5.86 -0.35
C 6.40 5.08 5.71 -1.18
H 3.77 6.57 8.76 0.32
H 4.80 5.63 9.85 0.39
H 5.52 6.52 8.51 0.27
H 3.64 4.11 8.32 0.28
H 5.36 4.07 7.98 0.33
H 5.17 6.76 6.30 0.34
H 4.60 5.89 4.88 0.32
H 6.93 4.99 6.66 0.35
H 7.03 5.66 5.04 0.40
H 6.28 4.08 5.30 0.30
C -7.25 -1.76 -3.96 -0.67
C -8.76 -1.87 -3.99 -0.55
O -9.26 -3.14 -4.38 -0.43
C -8.86 -4.23 -3.57 -0.28
C -9.31 -4.11 -2.12 -1.03
H -6.83 -2.07 -4.92 0.30
H -6.94 -0.74 -3.75 0.45
H -6.82 -2.40 -3.19 0.02
H -9.17 -1.17 -4.72 0.34
H -9.18 -1.58 -3.01 0.32
H -7.77 -4.37 -3.62 0.26
H -9.31 -5.10 -4.03 0.34
H -8.82 -3.29 -1.60 0.25
H -9.07 -5.03 -1.59 0.39
H -10.39 -3.95 -2.07 0.29
C 4.09 -5.10 -7.69 -1.14
C 4.47 -4.77 -6.25 -0.22
O 4.10 -5.76 -5.32 -0.36
C 4.68 -7.03 -5.50 -0.36
C 6.20 -7.04 -5.40 -1.07
H 3.03 -5.34 -7.75 0.30
H 4.29 -4.24 -8.33 0.40
H 4.65 -5.95 -8.08 0.27
H 3.94 -3.87 -5.93 0.28
H 5.54 -4.54 -6.18 0.31
H 4.36 -7.48 -6.45 0.31
H 4.27 -7.65 -4.70 0.32
H 6.67 -6.49 -6.23 0.26
H 6.57 -8.06 -5.43 0.40
H 6.53 -6.58 -4.47 0.29
```



What is the formula in the third record?
C23H22N4OS



Which formula does entry 1 have?
C38H53As2GeIrN2O3



Which value of DFT total energy does entry 5 give?
-3984.5950 a.u.



DFT total energy of number 3 (C23H22N4OS)?
-1582.1329 a.u.